{
  "formula": "C27H28ClMnNO3P2",
  "method": "the ωB97M-V functional and the def2-TZVPD basis",
  "relative_energy_kj_mol": 467.2,
  "total_charge": 1,
  "largest_force_ev_per_a": 6.833,
  "gap_ev": [4.33, 4.39],
  "s2": 6.211,
  "spin_multiplicity": 5,
  "species": ["C", "C", "H", "C", "C", "C", "O", "C", "C", "H", "C", "H", "C", "C", "H", "H", "H", "H", "C", "H", "H", "C", "N", "H", "H", "H", "C", "Cl", "H", "H", "P", "H", "H", "H", "C", "H", "H", "C", "C", "C", "H", "H", "C", "O", "C", "C", "H", "C", "C", "H", "C", "Mn", "H", "C", "H", "H", "H", "C", "C", "H", "C", "O", "P"],
  "positions_angstrom": [[1.2924, -2.1181, 1.2259], [1.8295, -6.3655, 1.9104], [1.3136, 4.8180, 1.8557], [1.9586, -1.3033, -2.9129], [2.1609, 1.9064, 2.2008], [0.6635, 3.9052, 0.1267], [2.0725, -1.3187, 1.9338], [-2.5096, 0.9291, -4.1206], [-2.4055, 4.4198, -1.8188], [-0.8010, -2.2077, -3.6475], [-0.7777, 5.3044, 1.4941], [-0.8436, 5.8695, 2.4121], [-0.9165, -1.7273, -2.6669], [-1.8552, 5.1970, 0.5916], [2.1834, -2.1056, -2.1885], [-2.3522, 0.1417, -4.8383], [1.2590, 2.4524, 2.5063], [3.8632, -0.0464, 0.4738], [2.1779, -5.4516, 2.9247], [2.7806, -0.5690, -2.8948], [0.7936, 1.6197, -3.4765], [0.0350, 0.8304, -3.6505], [-0.3679, 2.6768, -1.7054], [3.7938, 0.7528, -1.1269], [-4.5654, 1.1456, -4.4501], [0.1706, 0.4054, -4.6314], [0.4356, 4.6920, 1.2425], [2.0591, -8.0429, 2.1509], [1.9165, 3.0911, -1.4484], [2.7796, 3.8508, -0.0724], [0.3930, -0.4998, -2.4316], [2.2975, -3.3610, 3.4715], [-0.8584, -2.4756, -1.8654], [4.5377, 1.6134, 0.2722], [1.4707, -3.6031, 1.4961], [-1.8916, -1.2291, -2.6151], [-1.6775, 4.8208, -2.5331], [-2.6961, 3.0377, -2.2996], [1.1070, -4.5297, 0.5041], [1.9195, 3.2595, -0.3502], [1.8488, -1.7286, -3.9235], [0.6801, -4.1622, -0.4240], [-0.4370, 3.7004, -0.7521], [-1.9254, 1.3846, 0.9331], [-1.0017, 0.8458, 0.4841], [1.2994, -5.9061, 0.6956], [-4.8345, 3.1352, -2.9404], [-1.3543, 1.3227, -3.4709], [3.7467, 0.9192, -0.0416], [2.5788, -5.8267, 3.8632], [-1.7099, 4.3000, -0.5021], [0.4248, 0.6723, -0.6154], [2.1855, 0.9338, 2.7125], [-1.4455, 2.3978, -2.5526], [1.0330, -6.6131, -0.0889], [-2.7919, 5.7310, 0.8188], [-2.9599, 5.4055, -2.2087], [-3.7284, 1.5529, -3.9039], [-3.8421, 2.6632, -3.0490], [3.0540, 2.4965, 2.4578], [2.0045, -4.0796, 2.7011], [0.4604, -1.7434, 0.3660], [2.1121, 1.5750, 0.4174]]
}

---

{
  "formula": "C27H28ClN3O4",
  "method": "the ωB97M-V functional and the def2-TZVPD basis",
  "relative_energy_kj_mol": 0.0,
  "largest_force_ev_per_a": 0.584,
  "gap_ev": 8.13,
  "smiles": "COc1ccccc1N1CCN(C(=O)c2cc(N3C(=O)[C@@H]4[C@H]5CC[C@H](C5)[C@@H]4C3=O)ccc2Cl)CC1",
  "species": ["C", "C", "C", "H", "C", "H", "C", "H", "C", "C", "C", "H", "C", "C", "C", "C", "H", "C", "H", "H", "H", "H", "C", "N", "C", "C", "H", "C", "H", "H", "C", "C", "C", "H", "O", "H", "H", "H", "H", "H", "O", "H", "O", "C", "O", "H", "H", "C", "C", "C", "H", "C", "H", "H", "C", "H", "C", "N", "H", "H", "N", "Cl", "H"],
  "positions_angstrom": [[3.0810, 0.0896, 0.4393], [5.9151, 0.9805, 0.8453], [-6.1959, 2.2465, -3.0552], [4.8266, 3.5770, -0.8007], [-4.9230, 1.5105, -2.6210], [-4.0489, 1.7186, -3.2343], [1.8430, -0.6830, 0.8945], [-5.7581, -0.2941, -3.5413], [-7.3185, 1.4514, -2.3546], [0.4344, -2.4310, -0.1432], [-5.8112, 1.0255, -0.4344], [-6.4879, 1.6146, 0.1859], [5.5856, 3.1212, -0.1659], [7.4833, -0.8429, 2.2428], [6.2671, -1.2357, 1.7103], [2.7921, -2.3276, -0.6582], [-3.7120, -0.6522, 2.7648], [5.4497, -0.3453, 1.0162], [-7.9072, 2.0703, -1.6792], [2.6059, -3.3796, -0.8867], [2.9059, 0.4924, -0.5664], [-6.1810, 3.2944, -2.7591], [-5.0988, 0.0066, 0.4261], [-3.7309, 0.1698, 0.2339], [-0.6955, -1.8828, 0.6877], [-5.4081, 0.0611, -2.5744], [-1.9932, -2.0786, 3.8130], [-2.8678, -0.9938, 2.1885], [5.9464, -2.2553, 1.8491], [0.9745, -0.0195, 0.8766], [3.9966, -2.1660, 0.2587], [-2.7523, -0.6481, 0.8475], [-3.4088, 1.2132, -0.6255], [-6.3026, 2.2064, -4.1387], [-5.5988, -0.8211, 1.1375], [7.4795, 2.3751, 1.2785], [-4.6714, -0.6388, -2.1836], [2.9643, -1.7946, -1.5999], [4.8743, -2.6274, -0.2027], [-7.9989, 1.0080, -3.0808], [5.1266, 1.8195, 0.0916], [3.2307, 0.9315, 1.1148], [-2.2895, 1.5533, -0.9010], [-1.9068, -1.7948, 2.7762], [0.2679, -3.3727, -0.8944], [1.9882, -1.0323, 1.9254], [-7.1637, -0.4918, -1.2943], [7.9088, 0.4600, 2.1004], [-0.8244, -2.2291, 2.0285], [-6.5542, 0.3537, -1.6054], [3.7887, -2.6886, 1.2066], [-4.6997, 1.8175, -1.1269], [8.8503, 0.7832, 2.5170], [6.5437, 3.1160, -0.6961], [-1.6768, -1.1042, 0.0958], [5.6834, 3.7080, 0.7540], [7.1223, 1.3649, 1.4007], [4.2568, -0.7566, 0.4488], [-1.5903, -0.8503, -0.9487], [-4.6983, 2.8908, -0.9332], [1.6158, -1.8060, 0.0089], [0.3779, -3.2266, 2.7651], [8.0881, -1.5610, 2.7757]]
}

---

{
  "formula": "C27H28F3FeGeN4O3Se",
  "method": "the ωB97M-V functional and the def2-TZVPD basis",
  "relative_energy_kj_mol": 0.0,
  "total_charge": -1,
  "largest_force_ev_per_a": 0.330,
  "gap_ev": [6.07, 5.88],
  "s2": 6.047,
  "spin_multiplicity": 5,
  "species": ["C", "Se", "C", "C", "H", "C", "H", "H", "C", "O", "C", "H", "H", "H", "H", "H", "N", "H", "C", "C", "H", "C", "H", "C", "N", "C", "Fe", "Ge", "H", "C", "H", "F", "N", "F", "H", "H", "C", "C", "H", "H", "C", "H", "H", "H", "H", "H", "C", "O", "H", "C", "H", "C", "C", "N", "C", "H", "O", "H", "C", "H", "H", "C", "C", "C", "F", "C", "C", "C"],
  "positions_angstrom": [[-0.4779, 0.1102, 3.4355], [1.5734, 1.3476, -1.0833], [2.5028, -4.2907, -0.9950], [-4.5053, -3.8610, -1.5727], [-3.9999, -3.4184, -3.6197], [2.9480, -4.4139, 0.3140], [4.0727, 6.4268, 0.1629], [1.5661, -2.5255, 3.7725], [-3.7371, -3.2892, -2.5782], [1.2524, -1.7274, 6.0326], [2.3915, -3.6168, 1.2996], [2.9289, -4.8847, -1.7917], [4.8522, 2.1485, -0.5389], [-2.9462, 4.0554, 1.3491], [3.7332, -5.1163, 0.5634], [-1.6132, 2.5409, 2.8003], [-0.0287, -0.8623, 1.3140], [1.1828, 2.5518, -3.2929], [0.7505, -1.7726, 1.8986], [-1.8756, 2.2519, 1.7924], [-3.4728, 3.3322, -0.9879], [-1.4565, 1.0295, 1.2820], [0.1420, 1.0795, -3.0113], [-2.6226, -2.5477, -2.2273], [-2.2728, -2.3711, -0.9438], [0.5048, -0.8320, 5.6006], [-0.5048, -1.0355, -0.8752], [3.2407, 4.1058, -0.5486], [-1.9438, -2.0366, -2.9213], [-3.0124, -2.9212, 0.0130], [4.9123, 2.9807, 1.0215], [-6.3929, -5.1143, -0.8787], [-1.7430, 0.6526, 0.0323], [-6.5772, -3.9564, -2.6958], [2.3566, 4.9728, -2.7916], [1.1121, -3.1896, -2.2636], [-2.6131, 3.0945, 0.9779], [0.9481, -1.7934, 3.2708], [-4.7209, -4.1096, 0.5556], [3.1872, 5.6606, 1.4875], [-4.1453, -3.6787, -0.2505], [-2.6089, 1.1058, -1.7602], [1.7901, 2.7210, 1.0001], [3.3307, 3.5125, -3.0181], [-0.2448, 2.6579, -2.2241], [2.7363, -3.6736, 2.3222], [1.3889, -2.7229, 0.9430], [-0.3298, -0.8103, -2.6151], [-2.6860, -2.7484, 1.0328], [-2.4448, 1.4654, -0.7500], [0.7505, 3.5451, -0.1530], [3.2617, 4.4544, -2.4732], [4.8609, 3.1271, -0.0581], [0.9523, -2.6259, -0.3146], [1.6978, 3.0133, -0.0483], [-0.9661, 0.8408, 4.0664], [-0.1103, 0.0760, 6.1877], [2.3053, 6.3888, 0.1402], [1.5000, -3.3751, -1.2671], [5.7551, 3.6647, -0.3764], [4.1234, 5.0714, -2.7334], [0.3212, -0.8386, 4.0593], [3.1982, 5.8223, 0.4088], [-2.9074, 2.6985, -0.3186], [-5.3804, -5.7528, -2.6784], [-0.6290, 0.0661, 2.0589], [0.5519, 2.0102, -2.5912], [-5.7131, -4.6702, -1.9478]]
}

---

{
  "formula": "C27H28GeN4ReS",
  "method": "the ωB97M-V functional and the def2-TZVPD basis",
  "total_charge": 3,
  "largest_force_ev_per_a": 1.000,
  "gap_ev": [6.48, 5.52],
  "s2": 2.054,
  "spin_multiplicity": 3,
  "species": ["C", "H", "C", "H", "C", "C", "H", "C", "H", "C", "C", "H", "H", "S", "H", "H", "Ge", "H", "C", "C", "C", "H", "H", "H", "H", "H", "H", "C", "C", "H", "C", "C", "H", "H", "C", "H", "N", "C", "H", "H", "C", "H", "N", "H", "N", "H", "C", "Re", "C", "H", "N", "C", "H", "C", "H", "C", "H", "C", "C", "C", "C", "C"],
  "positions_angstrom": [[-2.6941, -4.6335, 1.6785], [2.0809, -3.0940, -1.9479], [0.8618, 3.3975, 0.0230], [2.4677, 0.1721, 1.0191], [0.0645, -2.2503, 0.8029], [-0.5267, -4.2596, 2.7002], [-1.9742, 0.7973, 3.7420], [-0.3799, -1.4905, -4.4925], [1.9663, -2.1451, 1.8300], [2.4505, -0.2659, 0.0200], [0.0006, 2.9645, 4.9774], [1.9719, -3.9231, -4.2597], [-0.5467, 0.9461, 5.4943], [-2.0918, 0.9786, 1.0553], [2.0423, 5.1940, -1.7072], [-1.0665, -1.0550, -5.2083], [0.6853, -0.8667, -0.4849], [-1.9710, -1.9371, -0.9755], [1.3639, 4.4978, -2.1837], [-0.8580, 1.5383, 2.2607], [-3.3799, -3.3848, -0.2510], [-4.1065, -3.1703, -1.0245], [1.6123, 5.3108, -4.1624], [0.6197, 3.0563, 5.8705], [-1.0060, -0.2150, -2.8894], [1.4187, 5.3842, 0.5242], [2.6885, 4.1778, 0.7533], [0.2220, 3.6784, -4.1392], [0.4524, -2.5362, -4.8722], [1.3439, 4.2580, 1.8990], [-0.1467, 1.4890, 4.6420], [0.5662, -1.5778, -2.2570], [3.1333, -1.1169, -0.0207], [0.8134, 1.0460, 4.3772], [0.9941, -2.6229, 1.7964], [0.4067, -2.9170, -5.8835], [0.1906, 2.2115, 1.8851], [1.3313, -3.1055, -3.9549], [-0.7406, -5.0502, 3.4111], [-1.1040, 2.0331, -3.7440], [-0.3894, 2.7343, -3.3384], [-0.0098, 3.7197, -5.1949], [0.2142, 2.3881, 0.5175], [2.7895, 0.4748, -0.7055], [-0.1232, 2.6475, -2.0141], [1.4324, -3.8373, 3.5060], [0.7072, -3.5883, 2.7415], [-0.8072, 1.1845, -0.7504], [1.3905, -2.6334, -2.6476], [-4.5644, -4.9298, 0.6340], [-1.0883, 1.2249, 3.5223], [-1.4703, -3.9361, 1.7244], [-0.9665, 3.4222, 5.1919], [-0.3194, -1.0230, -3.1864], [0.4872, 3.5115, 4.1724], [-1.1876, -2.9228, 0.7640], [-2.9050, -5.3804, 2.4359], [1.6132, 4.3629, 0.8542], [-3.6409, -4.3663, 0.6756], [1.1152, 4.5621, -3.5581], [0.7327, 3.5412, -1.4407], [-2.1661, -2.6702, -0.2076]]
}